Entry 1:
Entry from the OMol25 dataset: a cluster of 2 separate species, C6H12O in total (the ωB97M-V functional and the def2-TZVPD basis).

Each line ends with the Löwdin charge.
Geometry (Å):
C (1.40, 1.18, 0.11)  -0.0723
C (0.64, -0.15, 0.10)  -0.4237
C (1.54, -1.31, -0.32)  -0.0733
C (-0.57, -0.07, -0.83)  -0.3465
C (-1.79, -0.90, -0.61)  -0.1571
C (-1.86, 0.60, -0.48)  0.1230
O (-1.81, 0.96, 1.86)  -0.0708
H (0.76, 2.01, 0.40)  0.0719
H (2.25, 1.14, 0.81)  0.0806
H (1.80, 1.41, -0.89)  0.0841
H (0.26, -0.34, 1.11)  0.1269
H (2.40, -1.40, 0.36)  0.0789
H (1.93, -1.15, -1.33)  0.0829
H (0.99, -2.25, -0.31)  0.0796
H (-0.30, 0.16, -1.87)  0.1495
H (-2.35, -1.34, -1.43)  0.1011
H (-1.86, -1.45, 0.33)  0.1161
H (-2.36, 1.32, 1.12)  0.0048
H (-1.07, 1.58, 1.89)  0.0442

Multiplicity: 1
Strongest force on any atom in eV Å⁻¹: 0.4
Energy above the lowest of the compared OMol25 structures with the same formula, charge and spin in kcal/mol: 103.3

---

Entry 2:
Entry from the OMol25 dataset: the molecule C6H12O (the ωB97M-V functional and the def2-TZVPD basis).

Each line ends with the Löwdin charge.
Geometry (Å):
C (1.91, -0.86, -0.52)  -0.0256
C (0.64, -0.28, 0.11)  -0.5937
O (0.78, -0.27, 1.53)  -0.0168
C (0.24, 1.15, -0.29)  -0.1275
C (-1.26, 1.25, 0.09)  -0.1634
C (-1.75, -0.20, 0.32)  -0.1783
C (-0.62, -1.08, -0.23)  -0.1345
H (2.79, -0.26, -0.26)  0.0831
H (1.84, -0.91, -1.61)  0.0837
H (2.06, -1.87, -0.13)  0.0865
H (1.17, 0.59, 1.74)  0.0930
H (0.87, 1.88, 0.25)  0.1169
H (0.41, 1.31, -1.37)  0.1178
H (-1.39, 1.85, 0.99)  0.1024
H (-1.83, 1.75, -0.71)  0.1009
H (-2.72, -0.39, -0.16)  0.1032
H (-1.87, -0.40, 1.39)  0.1048
H (-0.70, -1.16, -1.32)  0.1245
H (-0.59, -2.09, 0.18)  0.1227

Multiplicity: 1
Strongest force on any atom in eV Å⁻¹: 0.4
Energy above the lowest of the compared OMol25 structures with the same formula, charge and spin in kcal/mol: 1.9
Structure (SMILES): CC1(O)CCCC1

---

Entry 3:
Entry from the OMol25 dataset: the molecule C6H12O (the ωB97M-V functional and the def2-TZVPD basis).

Each line ends with the Löwdin charge.
Geometry (Å):
C (-0.28, -0.40, 2.59)  -0.1309
C (-0.85, 0.00, 1.23)  -0.3153
C (-0.41, -0.93, 0.14)  -0.2379
C (-0.61, -0.50, -1.28)  -0.1876
C (0.73, 0.12, -1.31)  -0.3444
C (0.92, 1.50, -1.84)  0.0033
O (1.82, -0.58, -1.06)  0.0532
H (-0.63, 0.27, 3.39)  0.0638
H (0.82, -0.37, 2.58)  0.0694
H (-0.58, -1.42, 2.85)  0.0685
H (-0.52, 1.03, 1.02)  0.0994
H (-1.95, 0.04, 1.31)  0.1004
H (-0.63, -1.99, 0.30)  0.0909
H (-1.40, 0.24, -1.47)  0.1215
H (-0.67, -1.31, -2.02)  0.1307
H (0.77, 1.41, -2.93)  0.1071
H (1.91, 1.91, -1.64)  0.0877
H (0.14, 2.19, -1.48)  0.0952
H (1.37, -1.22, -0.39)  0.1251

Multiplicity: 1
Strongest force on any atom in eV Å⁻¹: 0.6
Energy above the lowest of the compared OMol25 structures with the same formula, charge and spin in kcal/mol: 93.5

---

Entry 4:
Entry from the OMol25 dataset: the molecule C6H12O (the ωB97M-V functional and the def2-TZVPD basis).

Each line ends with the Löwdin charge.
Geometry (Å):
C (2.10, -0.30, 0.06)  -0.1024
C (0.86, 0.54, -0.16)  -0.2461
C (-0.46, -0.20, -0.31)  -0.4090
C (-0.99, -0.78, -1.66)  -0.0178
C (-0.85, -0.83, 1.00)  -0.0406
C (-1.19, 0.63, 0.75)  -0.1456
O (-0.48, 1.77, 1.62)  -0.1268
H (2.30, -1.04, -0.73)  0.0703
H (2.03, -0.85, 1.01)  0.0665
H (2.95, 0.37, 0.14)  0.0682
H (0.91, 1.23, -1.01)  0.1178
H (0.67, 1.26, 0.77)  0.0967
H (-1.05, -0.02, -2.45)  0.0702
H (-0.33, -1.58, -2.06)  0.0800
H (-1.99, -1.25, -1.58)  0.0752
H (-0.06, -1.12, 1.69)  0.1079
H (-1.70, -1.52, 1.01)  0.1124
H (-2.19, 1.01, 0.68)  0.1210
H (-0.52, 2.68, 1.24)  0.1020

Multiplicity: 1
Strongest force on any atom in eV Å⁻¹: 3.6
Energy above the lowest of the compared OMol25 structures with the same formula, charge and spin in kcal/mol: 77.0
Structure (SMILES): CC[C@@]1(C)C[C@H]1O

---

Entry 5:
Entry from the OMol25 dataset: the molecule C6H12O (the ωB97M-V functional and the def2-TZVPD basis).

Each line ends with the Löwdin charge.
Geometry (Å):
C (1.03, -0.07, 2.25)  -0.1148
C (1.67, -0.20, 0.87)  -0.2640
C (0.59, -0.50, -0.16)  -0.2323
C (-0.16, 0.79, -0.63)  -0.1960
C (-1.22, 0.42, -1.68)  -0.1760
C (-2.21, -0.65, -1.38)  -0.2755
O (-3.00, -1.03, -2.20)  0.0549
H (1.57, 0.17, 3.17)  0.0694
H (0.25, -0.78, 2.50)  0.0636
H (0.47, 0.89, 2.24)  0.0674
H (2.57, -0.82, 0.75)  0.1007
H (2.14, 0.77, 0.64)  0.1029
H (-0.11, -1.19, 0.30)  0.0828
H (0.99, -1.00, -1.06)  0.1208
H (0.63, 1.46, -0.94)  0.1058
H (-0.61, 1.26, 0.26)  0.1080
H (-1.76, 1.37, -1.89)  0.1282
H (-0.75, 0.26, -2.67)  0.1300
H (-2.08, -1.13, -0.37)  0.1242

Multiplicity: 1
Strongest force on any atom in eV Å⁻¹: 3.0
Energy above the lowest of the compared OMol25 structures with the same formula, charge and spin in kcal/mol: 27.8
Structure (SMILES): CCCCCC=O

---

Entry 6:
Entry from the OMol25 dataset: a structure of composition C6H12O (the ωB97M-V functional and the def2-TZVPD basis).

Each line ends with the Löwdin charge.
Geometry (Å):
C (-2.17, 0.84, -1.64)  -0.1435
C (-1.55, 1.81, -0.83)  -0.0447
O (0.10, 0.84, -0.95)  -0.2380
C (1.17, 0.44, -0.13)  -0.2364
C (0.78, -0.38, 1.08)  -0.2916
C (1.74, -1.44, 1.56)  -0.1289
C (0.44, -1.83, 0.92)  -0.1256
H (-2.32, 1.07, -2.69)  0.0608
H (-0.89, 0.27, -1.47)  0.1304
H (-2.90, 0.18, -1.19)  0.0606
H (-1.70, 1.80, 0.25)  0.0908
H (-1.16, 2.73, -1.24)  0.0896
H (1.87, -0.15, -0.75)  0.1236
H (1.72, 1.34, 0.18)  0.1227
H (0.24, 0.17, 1.85)  0.1339
H (2.65, -1.59, 0.99)  0.0993
H (1.85, -1.59, 2.63)  0.0962
H (0.47, -2.25, -0.09)  0.1040
H (-0.34, -2.25, 1.54)  0.0969

Multiplicity: 1
Strongest force on any atom in eV Å⁻¹: 0.4
Energy above the lowest of the compared OMol25 structures with the same formula, charge and spin in kcal/mol: 105.5

---

Entry 7:
Entry from the OMol25 dataset: a cluster of 3 separate species, C6H12O in total (the ωB97M-V functional and the def2-TZVPD basis).

Each line ends with the Löwdin charge.
Geometry (Å):
C (1.81, 0.49, 0.50)  -0.1115
C (0.51, 0.78, -0.18)  -0.4123
C (0.18, 0.18, -1.39)  -0.1123
O (-0.91, -0.57, -1.40)  0.0046
C (-1.47, -0.52, -0.05)  -0.3233
C (-1.30, -1.87, 0.59)  -0.0311
C (-0.76, 0.64, 0.65)  -0.0934
H (2.67, 0.61, -0.15)  0.0429
H (1.81, -0.54, 0.89)  0.0786
H (1.88, 1.15, 1.36)  0.0786
H (1.04, 2.11, -0.92)  0.1013
H (0.60, 0.34, -2.38)  0.1151
H (2.18, 2.14, -1.89)  0.0051
H (-2.53, -0.31, -0.21)  0.1458
H (-1.74, -2.65, -0.04)  0.0883
H (-1.78, -1.88, 1.58)  0.0916
H (-0.23, -2.10, 0.72)  0.0868
H (-0.61, 0.44, 1.72)  0.1248
H (-1.36, 1.56, 0.59)  0.1205

Multiplicity: 1
Strongest force on any atom in eV Å⁻¹: 2.4
Energy above the lowest of the compared OMol25 structures with the same formula, charge and spin in kcal/mol: 126.8

---

Entry 8:
Entry from the OMol25 dataset: the molecule C6H12O (the ωB97M-V functional and the def2-TZVPD basis).

Each line ends with the Löwdin charge.
Geometry (Å):
C (2.43, -0.79, -1.01)  -0.1215
C (1.26, -0.80, -0.03)  -0.2705
C (0.46, 0.51, -0.04)  -0.2116
C (-0.68, 0.51, 0.95)  -0.2216
C (-1.86, 1.43, 0.75)  -0.0870
C (-2.10, 0.04, 0.43)  -0.3937
O (-2.27, -0.33, -0.84)  0.0168
H (2.09, -0.62, -2.04)  0.0724
H (3.14, 0.01, -0.76)  0.0716
H (2.98, -1.74, -0.99)  0.0673
H (1.63, -1.00, 0.99)  0.1087
H (0.59, -1.63, -0.27)  0.1041
H (0.06, 0.68, -1.05)  0.1162
H (1.14, 1.35, 0.17)  0.1168
H (-0.39, 0.33, 1.99)  0.1318
H (-1.84, 2.06, -0.14)  0.1208
H (-2.33, 1.89, 1.62)  0.1054
H (-2.39, -0.66, 1.27)  0.1553
H (-1.94, -1.23, -0.99)  0.1187

Multiplicity: 1
Strongest force on any atom in eV Å⁻¹: 5.0
Energy above the lowest of the compared OMol25 structures with the same formula, charge and spin in kcal/mol: 37.0
Structure (SMILES): CCC[C@H]1C[C@H]1O